No. 1
C23H53MoO5P3 as an isolated structure at a distorted geometry, computed with ωB97M-V/def2-TZVPD.

The value obtained for the HOMO-LUMO gap (alpha / beta) is 0.190 / 0.209 Ha. As for the expectation value of S²: 2.037. As for the total energy: -64622.02825 eV. The calculation puts the highest occupied orbital energy (alpha / beta) at -20.65 / -21.86 eV.

The geometry in ORCA input format:
```
! RIJCOSX wB97M-V def2-TZVPD def2/J DEFGRID3
* xyz 4 3
Mo 1.058 -0.793 -0.546
C 1.341 0.945 -1.177
O 1.537 2.200 -1.511
C -0.395 -1.188 0.577
O -1.356 -1.304 1.390
P 2.083 -0.075 1.484
C 1.760 1.340 2.606
H 2.632 1.289 3.294
C 2.180 -1.521 2.652
H 1.105 -1.748 2.810
C 3.757 0.369 0.845
H 3.585 1.349 0.367
C 0.702 -1.010 -3.782
P -0.514 -0.904 -2.400
H -2.319 -0.210 -3.774
H 1.140 0.002 -3.831
C -1.489 -2.485 -2.458
H -1.531 -2.712 -3.534
C 2.856 -2.726 1.989
H 3.952 -2.614 1.950
H 2.478 -2.895 0.967
H 2.632 -3.625 2.588
C 2.805 -1.197 4.021
H 2.877 -2.138 4.594
H 2.208 -0.482 4.610
H 3.818 -0.774 3.911
C 4.799 0.558 1.960
H 4.482 1.289 2.727
H 5.721 0.961 1.502
H 5.052 -0.401 2.450
C 4.209 -0.625 -0.219
H 5.117 -0.213 -0.699
H 3.434 -0.773 -1.007
H 4.451 -1.611 0.224
C 1.831 2.741 1.969
H 2.853 2.892 1.529
H 1.673 3.518 2.785
H 1.007 2.844 1.206
C 0.491 1.161 3.439
H -0.430 1.349 2.885
H 0.548 1.860 4.283
H 0.422 0.171 3.885
C 0.015 -1.304 -5.143
H -0.805 -0.606 -5.371
H -0.382 -2.332 -5.163
H 0.765 -1.207 -5.946
C 1.796 -2.011 -3.461
H 1.413 -3.039 -3.498
C -2.575 0.881 -1.917
H 2.225 -1.854 -2.452
H 2.608 -1.910 -4.202
C -1.072 1.532 -3.837
H -2.057 1.633 -1.273
H -3.476 1.378 -2.353
H -2.947 0.076 -1.252
C -1.694 0.360 -3.062
H -1.871 2.223 -4.152
H -0.560 1.218 -4.753
H -0.392 2.082 -3.167
C -2.923 -2.392 -1.920
H -2.923 -2.173 -0.838
H -3.410 -3.371 -2.057
H -3.537 -1.651 -2.444
C -0.764 -3.618 -1.723
H 0.288 -3.739 -2.011
H -1.295 -4.555 -1.950
H -0.803 -3.452 -0.633
H -1.153 1.803 0.327
H -0.390 1.622 0.588
C -3.518 0.607 3.683
O -2.570 1.215 2.757
P -2.778 2.000 1.338
O -4.284 1.912 0.797
C -5.157 0.731 0.994
O -2.273 3.548 1.499
C -2.655 4.528 0.489
H -2.993 0.585 4.625
H -3.717 -0.455 3.422
H -4.406 1.253 3.697
H -5.652 0.871 1.960
H -4.605 -0.218 0.929
H -5.804 0.732 0.128
H -2.316 4.213 -0.508
H -3.744 4.633 0.473
H -2.171 5.440 0.820
*
```

No. 2
C30H26CuN7O4S3 as an isolated structure, computed with ωB97M-V/def2-TZVPD.

The value obtained for the HOMO-LUMO gap (alpha / beta) is 0.317 / 0.309 Ha. As for the expectation value of S²: 0.752. As for the total energy: -127295.68555 eV. The calculation puts the highest occupied orbital energy (alpha / beta) at -11.44 / -11.39 eV.

The geometry in ORCA input format:
```
! RIJCOSX wB97M-V def2-TZVPD def2/J DEFGRID3
* xyz 1 2
Cu -0.117 0.075 -0.001
S 5.774 -0.109 4.720
N 5.700 -0.249 3.114
C 4.431 -0.078 2.778
C 3.902 -0.128 1.424
C 4.697 -0.362 0.301
C 4.103 -0.400 -0.938
C 2.725 -0.216 -1.030
N 1.965 0.007 0.034
C 2.535 0.061 1.250
C 1.650 0.327 2.401
N 0.350 0.514 2.138
C -0.474 0.748 3.147
C -0.056 0.810 4.474
C 1.277 0.617 4.752
C 2.157 0.375 3.698
C 3.584 0.162 3.883
N 4.220 0.173 5.044
H 5.761 -0.513 0.427
H 4.678 -0.582 -1.834
H 2.213 -0.281 -1.979
H -1.518 0.893 2.897
H -0.774 0.996 5.260
H 1.658 0.647 5.765
C -0.543 5.764 0.620
C 0.223 4.535 0.152
S -0.871 3.164 -0.210
O 0.099 2.019 -0.510
C -1.542 3.686 -1.794
C -0.510 3.789 -2.906
H 0.160 6.568 0.831
H -1.107 5.560 1.529
H -1.236 6.133 -0.136
H 0.869 4.137 0.936
H 0.835 4.719 -0.730
H -2.039 4.635 -1.583
H -2.318 2.954 -2.018
H 0.022 4.739 -2.884
H -1.015 3.712 -3.868
H 0.220 2.982 -2.842
O 0.554 -2.013 -2.356
C 0.221 -2.548 -1.313
N -0.186 -1.859 -0.203
S -0.560 -2.817 1.068
O 0.364 -2.583 2.148
O -1.964 -2.716 1.381
C -0.202 -4.318 0.229
C -0.284 -5.611 0.705
C 0.060 -6.627 -0.179
C 0.464 -6.343 -1.482
C 0.540 -5.033 -1.938
C 0.200 -4.022 -1.059
H -0.598 -5.825 1.717
H 0.011 -7.656 0.151
H 0.723 -7.158 -2.145
H 0.853 -4.794 -2.946
N -4.288 -0.240 -0.195
C -3.133 -0.087 0.480
N -2.122 0.165 -0.311
C -2.636 0.133 -1.609
C -1.984 0.248 -2.835
C -2.759 0.151 -3.972
C -4.147 -0.065 -3.897
C -4.796 -0.207 -2.688
C -4.005 -0.112 -1.548
H -5.171 -0.489 0.218
H -3.072 -0.211 1.549
H -0.909 0.368 -2.890
H -2.289 0.220 -4.943
H -4.717 -0.140 -4.813
H -5.859 -0.397 -2.636
*
```

No. 3
A 2-piece molecular cluster, C3H6FN3 overall at a distorted geometry, computed with ωB97M-V/def2-TZVPD.

The value obtained for the HOMO-LUMO gap (alpha / beta) is 0.390 / 0.321 Ha. As for the expectation value of S²: 2.009. As for the total energy: -10391.29672 eV. The calculation puts the highest occupied orbital energy (alpha / beta) at -10.00 / -10.01 eV.

The geometry in ORCA input format:
```
! RIJCOSX wB97M-V def2-TZVPD def2/J DEFGRID3
* xyz 0 3
C 0.760 0.206 -0.302
C -1.762 -0.560 -0.052
C -1.365 0.778 0.456
N -1.033 -0.958 -1.161
N -0.053 1.043 -0.058
N 1.859 -0.283 -0.596
F 4.097 0.491 0.638
H -1.660 -1.298 0.742
H -2.878 -0.666 -0.212
H -2.101 1.591 -0.016
H -1.275 0.600 1.512
H 2.094 -1.185 -1.045
H 3.318 0.241 0.095
*
```

No. 4
C24H26BrCaN10O4Se4 as an isolated structure at a distorted geometry, computed with ωB97M-V/def2-TZVPD.

The value obtained for the HOMO-LUMO gap is 0.151 Ha. As for the total energy: -398269.86533 eV. The calculation puts the highest occupied orbital energy at -2.58 eV.

The geometry in ORCA input format:
```
! RIJCOSX wB97M-V def2-TZVPD def2/J DEFGRID3
* xyz -1 1
Ca -0.046 0.558 -0.042
Br 3.493 2.059 -7.863
C 1.815 2.714 -7.299
C 0.832 1.822 -6.900
C -0.405 2.307 -6.491
C -0.661 3.670 -6.497
C 0.319 4.539 -6.923
C 1.573 4.073 -7.314
N -2.008 4.260 -6.293
N -2.816 3.798 -5.479
C -2.422 2.941 -4.366
C -3.280 1.917 -4.104
C -3.007 0.932 -3.140
C -1.856 0.977 -2.369
O -1.571 0.065 -1.494
C -0.990 2.159 -2.546
N 0.078 2.285 -1.694
C 0.827 3.357 -1.746
C 0.551 4.421 -2.630
C -0.494 4.312 -3.488
C -1.289 3.131 -3.513
H 1.026 0.758 -6.905
H -1.177 1.611 -6.193
H 0.099 5.603 -6.939
H 2.342 4.762 -7.635
H -4.166 1.837 -4.729
H -3.685 0.101 -2.993
H 1.661 3.400 -1.053
H 1.164 5.313 -2.605
H -0.745 5.141 -4.134
N 0.288 -2.547 -1.994
N 1.407 -2.093 -2.721
C 2.192 -1.089 -2.291
N 3.343 -0.867 -2.931
N 1.685 -0.342 -1.310
N 2.440 0.712 -0.840
O 3.463 1.148 -1.389
O 2.014 1.197 0.218
H 0.643 -2.780 -1.043
H -0.367 -1.774 -1.927
H 1.860 -2.808 -3.261
H 3.765 -1.618 -3.445
H 3.905 -0.113 -2.561
Se 0.811 1.477 3.819
Se 2.586 0.296 2.876
Se 1.790 -1.973 2.828
Se 2.622 -2.975 0.868
C -3.711 -3.740 3.929
C -2.857 -2.859 3.051
C -2.449 -1.601 3.461
C -1.648 -0.835 2.634
N -1.249 -1.241 1.421
C -1.647 -2.454 1.027
C -2.432 -3.288 1.800
H -4.124 -3.180 4.769
H -3.116 -4.563 4.333
H -4.534 -4.179 3.362
H -2.727 -1.214 4.436
H -1.267 0.129 2.968
H -1.321 -2.789 0.050
H -2.699 -4.271 1.426
C -3.256 2.994 2.091
C -2.603 2.002 1.177
N -3.403 1.039 0.687
O -1.393 2.068 0.935
H -4.089 3.490 1.586
H -2.517 3.727 2.400
H -3.640 2.478 2.976
H -4.388 1.068 0.872
H -3.046 0.399 -0.012
*
```

No. 5
A 2-piece molecular cluster, CH3Cl2FSi overall at a distorted geometry, computed with ωB97M-V/def2-TZVPD.

The value obtained for the HOMO-LUMO gap (alpha / beta) is 0.214 / 0.346 Ha. As for the expectation value of S²: 2.004. As for the total energy: -36723.33719 eV. The calculation puts the highest occupied orbital energy (alpha / beta) at -5.54 / -11.86 eV.

The geometry in ORCA input format:
```
! RIJCOSX wB97M-V def2-TZVPD def2/J DEFGRID3
* xyz 0 3
C -0.291 1.088 0.046
F -1.951 -1.455 -0.532
Si -1.662 0.084 -0.049
Cl -3.589 0.529 0.052
Cl 2.925 -1.571 -0.016
H 4.186 -1.918 0.164
H 0.782 1.011 0.356
H -0.400 2.231 -0.021
*
```

No. 6
C45H45N3O3PdS5 as an isolated structure at a distorted geometry, computed with ωB97M-V/def2-TZVPD.

The value obtained for the HOMO-LUMO gap (alpha / beta) is 0.123 / 0.123 Ha. As for the total energy: -115624.52953 eV. The calculation puts the highest occupied orbital energy (alpha / beta) at -17.57 / -17.57 eV.

The geometry in ORCA input format:
```
! RIJCOSX wB97M-V def2-TZVPD def2/J DEFGRID3
* xyz 4 1
Pd 1.241 -1.389 -0.405
C -2.091 0.534 7.399
C -1.491 0.452 6.020
C -0.151 0.113 5.842
C 0.393 -0.014 4.573
C -0.413 0.225 3.468
C -1.751 0.581 3.610
C -2.272 0.699 4.886
S 0.257 -0.049 1.853
O -0.871 -0.585 1.016
C 0.566 1.670 1.365
C 1.796 2.125 1.793
C 2.179 3.455 1.600
C 1.353 4.337 0.899
C 1.775 5.664 0.651
C 1.011 6.520 -0.135
C -0.167 6.053 -0.694
C -0.613 4.748 -0.441
C 0.106 3.881 0.398
C -0.341 2.542 0.691
C -1.715 2.198 0.313
C -2.797 2.920 0.928
C -2.627 3.652 2.106
C -3.704 4.345 2.693
C -4.962 4.304 2.125
C -5.164 3.552 0.965
C -4.099 2.841 0.371
C -4.315 2.051 -0.758
C -3.274 1.268 -1.305
C -2.017 1.302 -0.761
S -0.691 0.332 -1.570
O -0.305 1.121 -2.772
C -1.688 -1.032 -2.166
C -2.440 -1.856 -1.324
C -3.225 -2.849 -1.885
C -3.263 -3.056 -3.268
C -4.119 -4.147 -3.855
C -2.502 -2.219 -4.078
C -1.716 -1.207 -3.539
H -1.535 -0.067 8.116
H -3.134 0.221 7.400
H -2.069 1.564 7.762
H 0.468 -0.075 6.712
H 1.434 -0.305 4.455
H -2.376 0.724 2.734
H -3.316 0.968 5.012
H 2.460 1.444 2.316
H 3.134 3.808 1.978
H 2.714 6.004 1.075
H 1.340 7.535 -0.323
H -0.752 6.702 -1.336
H -1.515 4.403 -0.931
H -1.656 3.673 2.589
H -3.544 4.915 3.602
H -5.783 4.845 2.579
H -6.151 3.500 0.514
H -5.305 2.022 -1.207
H -3.466 0.650 -2.176
H -2.434 -1.708 -0.250
H -3.837 -3.470 -1.237
H -5.161 -4.017 -3.560
H -3.817 -5.126 -3.481
H -4.074 -4.161 -4.942
H -2.543 -2.341 -5.155
H -1.166 -0.525 -4.181
C 5.136 -3.157 -0.907
C 5.163 -1.923 -0.016
S 3.598 -1.165 0.566
C 3.304 -1.887 2.204
C 2.476 -3.145 2.275
S 1.083 -3.290 1.092
C 1.616 -4.748 0.135
C 2.721 -4.485 -0.881
S 4.377 -4.611 -0.151
H 6.172 -3.434 -1.103
H 4.660 -2.959 -1.867
H 5.649 -1.102 -0.545
H 5.728 -2.117 0.897
H 2.829 -1.080 2.754
H 4.275 -2.070 2.666
H 2.032 -3.226 3.268
H 3.093 -4.021 2.106
H 0.712 -5.117 -0.351
H 1.906 -5.484 0.885
H 2.617 -3.493 -1.290
H 2.658 -5.202 -1.700
C 3.112 1.201 -4.045
N 2.584 -0.179 -4.005
C 2.480 -0.947 -5.129
C 1.961 -2.190 -5.093
C 1.494 -2.667 -3.840
N 1.598 -1.900 -2.744
C 2.144 -0.685 -2.825
O 2.258 -0.010 -1.749
N 0.952 -3.874 -3.717
H 3.619 1.360 -4.991
H 3.809 1.348 -3.227
H 2.290 1.907 -3.938
H 2.835 -0.498 -6.047
H 1.897 -2.793 -5.988
H 0.840 -4.474 -4.517
H 0.515 -4.142 -2.853
*
```

No. 7
One molecule with the formula C4H7NO, computed with ωB97M-V/def2-TZVPD.

The value obtained for the HOMO-LUMO gap is 0.388 Ha. The SMILES is C1=NCCCO1. As for the total energy: -7798.36675 eV. The calculation puts the highest occupied orbital energy at -9.64 eV.

The geometry in ORCA input format:
```
! RIJCOSX wB97M-V def2-TZVPD def2/J DEFGRID3
* xyz 0 1
C 0.594 -0.762 0.428
C -0.855 -0.994 -0.029
O -1.611 0.199 -0.279
C -0.990 1.400 -0.285
N 0.239 1.675 -0.171
C 1.181 0.568 -0.072
H 0.636 -0.792 1.521
H 1.205 -1.598 0.065
H -0.888 -1.573 -0.956
H -1.393 -1.538 0.746
H -1.734 2.183 -0.437
H 1.994 0.872 0.598
H 1.630 0.442 -1.065
*
```

No. 8
One molecule with the formula C25H35N5O3, computed with ωB97M-V/def2-TZVPD.

The value obtained for the HOMO-LUMO gap is 0.286 Ha. The SMILES is CCN(CC)c1ccc(NC(=O)CN2CCN(CC(=O)Nc3ccccc3OC)CC2)cc1. As for the total energy: -40086.44908 eV. The calculation puts the highest occupied orbital energy at -7.07 eV.

The geometry in ORCA input format:
```
! RIJCOSX wB97M-V def2-TZVPD def2/J DEFGRID3
* xyz 0 1
C -3.701 -0.750 -2.436
H -2.653 -0.995 -2.277
H -3.816 0.323 -2.309
H -3.974 -1.012 -3.455
C -4.585 -1.512 -1.446
N -4.197 -1.318 -0.063
C -2.926 -1.677 0.342
C -2.274 -1.066 1.419
C -1.000 -1.433 1.804
C -0.327 -2.439 1.127
C -0.976 -3.090 0.083
C -2.241 -2.716 -0.305
H -2.698 -3.246 -1.125
H -0.473 -3.890 -0.445
N 0.995 -2.820 1.431
C 1.989 -2.028 1.907
O 1.827 -0.917 2.369
C 3.378 -2.678 1.797
N 4.108 -2.448 0.564
C 4.617 -1.111 0.345
C 3.604 -0.163 -0.306
N 3.153 -0.736 -1.567
C 2.305 0.166 -2.333
C 1.073 0.624 -1.544
O 0.078 -0.064 -1.436
N 1.252 1.832 -0.950
C 0.434 2.510 -0.041
C -0.667 1.940 0.574
C -1.397 2.672 1.497
C -1.040 3.971 1.797
C 0.058 4.556 1.182
C 0.803 3.834 0.267
O 1.914 4.307 -0.393
C 2.344 5.616 -0.116
H 3.227 5.774 -0.734
H 1.581 6.354 -0.383
H 2.614 5.736 0.938
H 0.323 5.571 1.431
H -1.608 4.543 2.515
H -2.243 2.221 1.992
H -0.933 0.924 0.336
H 2.096 2.345 -1.167
H 2.914 1.023 -2.639
H 1.971 -0.370 -3.224
C 2.531 -2.031 -1.344
C 3.541 -2.965 -0.662
H 3.086 -3.940 -0.471
H 4.380 -3.110 -1.353
H 2.261 -2.451 -2.317
H 1.612 -1.935 -0.751
H 4.094 0.791 -0.517
H 2.774 0.017 0.394
H 4.949 -0.693 1.296
H 5.482 -1.207 -0.322
H 3.991 -2.282 2.610
H 3.288 -3.763 1.927
H 1.273 -3.696 1.010
H -0.512 -0.914 2.612
H -2.748 -0.268 1.967
C -4.991 -0.389 0.705
C -4.771 1.084 0.345
H -3.710 1.316 0.322
H -5.258 1.723 1.079
H -5.192 1.307 -0.632
H -4.779 -0.552 1.764
H -6.045 -0.644 0.546
H -5.620 -1.180 -1.547
H -4.567 -2.581 -1.685
*
```